*A*
Here is C9H17N3O4S in the gas phase from the Open Molecules 2025 dataset. Energies are from ωB97M-V/def2-TZVPD.

As for the HOMO-LUMO gap: 9.2 eV. As for the HOMO energy: -0.3277 hartree. As for the LUMO energy: 0.3210 eV.

Atoms and positions in Å:
1 C -2.48 2.94 4.30
2 S -3.41 2.39 2.85
3 C -2.51 3.13 1.48
4 C -1.30 2.31 1.01
5 C -1.54 0.95 0.35
6 N -2.00 -0.17 1.13
7 C -0.35 0.52 -0.48
8 O 0.17 1.37 -1.17
9 N 0.07 -0.83 -0.36
10 C 0.97 -1.46 -1.31
11 C 2.22 -0.65 -1.68
12 C 3.15 -1.28 -2.72
13 N 2.65 -2.24 -3.57
14 O 4.28 -0.85 -2.81
15 C 1.46 -2.81 -0.68
16 O 1.88 -3.68 -1.36
17 O 1.34 -2.99 0.68
18 H -3.18 3.09 5.18
19 H -1.93 3.87 4.09
20 H -1.73 2.20 4.53
21 H -3.29 3.16 0.66
22 H -2.20 4.20 1.75
23 H -0.56 2.27 1.80
24 H -0.86 3.01 0.25
25 H -2.26 1.11 -0.42
26 H -1.42 -0.34 1.93
27 H -2.95 0.09 1.41
28 H -0.78 -1.31 -0.09
29 H 0.50 -1.75 -2.28
30 H 2.85 -0.43 -0.81
31 H 1.84 0.31 -2.14
32 H 3.36 -2.67 -4.09
33 H 1.95 -2.90 -3.28
34 H 1.14 -2.15 1.12

So, what does the Löwdin scheme give us? The charges, in e, come out as: number 1, C, carries -0.42; number 2, S, carries 0.78; number 3, C, carries -0.51; number 4, C, carries -0.21; number 5, C, carries -0.34; number 6, N, carries 0.05; number 7, C, carries -0.40; number 8, O, carries 0.08; number 9, N, carries 0.09; number 10, C, carries -0.21; number 11, C, carries -0.05; number 12, C, carries -0.52; number 13, N, carries 0.17; number 14, O, carries 0.06; number 15, C, carries -0.45; number 16, O, carries 0.13; number 17, O, carries 0.11; number 18, H, carries 0.05; number 19, H, carries 0.04; number 20, H, carries 0.01; number 21, H, carries 0.08; number 22, H, carries 0.10; number 23, H, carries 0.12; number 24, H, carries 0.12; number 25, H, carries 0.15; number 26, H, carries 0.08; number 27, H, carries 0.06; number 28, H, carries 0.12; number 29, H, carries 0.16; number 30, H, carries 0.14; number 31, H, carries 0.14; number 32, H, carries 0.09; number 33, H, carries 0.08; number 34, H, carries 0.10

***

*B*
Here is C9H17N3O4S in the gas phase from the Open Molecules 2025 dataset. Energies are from ωB97M-V/def2-TZVPD.

As for the HOMO-LUMO gap: 9.3 eV. As for the HOMO energy: -0.3296 hartree. As for the LUMO energy: 0.2906 eV.

Atoms and positions in Å:
1 C 4.52 -1.39 -0.17
2 S 3.39 -0.25 -1.13
3 C 1.89 -1.33 -0.88
4 C 1.05 -0.97 0.33
5 C 0.83 0.48 0.57
6 N 0.21 1.12 -0.47
7 C -1.01 1.61 -0.78
8 O -1.28 2.51 -1.59
9 C -2.13 0.97 -0.08
10 N -3.24 1.99 0.25
11 C -2.67 -0.24 -0.94
12 C -3.13 -1.41 0.09
13 N -4.41 -1.14 0.59
14 O -2.51 -2.41 0.36
15 C 2.10 1.30 1.11
16 O 2.85 0.92 2.01
17 O 2.30 2.41 0.39
18 H 5.65 -1.12 -0.07
19 H 4.22 -1.41 0.94
20 H 4.51 -2.49 -0.70
21 H 2.46 -2.38 -0.78
22 H 1.29 -1.59 -1.96
23 H 1.53 -1.43 1.31
24 H 0.11 -1.54 0.39
25 H 0.16 0.39 1.40
26 H 1.01 1.51 -1.02
27 H -1.72 0.42 0.78
28 H -3.44 2.68 -0.59
29 H -2.87 2.57 1.04
30 H -1.96 -0.91 -1.57
31 H -3.43 0.07 -1.59
32 H -4.68 -0.26 0.41
33 H -4.57 -1.74 1.34
34 H 2.98 3.08 1.02

So, what does the Löwdin scheme give us? The charges, in e, come out as: number 1, C, carries -0.42; number 2, S, carries 0.78; number 3, C, carries -0.47; number 4, C, carries -0.23; number 5, C, carries -0.32; number 6, N, carries 0.12; number 7, C, carries -0.46; number 8, O, carries 0.05; number 9, C, carries -0.28; number 10, N, carries 0.04; number 11, C, carries -0.03; number 12, C, carries -0.50; number 13, N, carries 0.19; number 14, O, carries 0.06; number 15, C, carries -0.50; number 16, O, carries 0.05; number 17, O, carries 0.02; number 18, H, carries 0.06; number 19, H, carries 0.04; number 20, H, carries 0.08; number 21, H, carries 0.08; number 22, H, carries 0.14; number 23, H, carries 0.16; number 24, H, carries 0.11; number 25, H, carries 0.14; number 26, H, carries 0.16; number 27, H, carries 0.12; number 28, H, carries 0.12; number 29, H, carries 0.08; number 30, H, carries 0.15; number 31, H, carries 0.08; number 32, H, carries 0.03; number 33, H, carries 0.09; number 34, H, carries 0.27

***

The structure with the least stability is *B*.

***

*A*
Here is 2 unconnected molecules or ions with the total composition C10H11NO3S from the Open Molecules 2025 dataset. Energies are from ωB97M-V/def2-TZVPD.

As for the HOMO-LUMO gap: 9.8 eV. As for the HOMO energy: -0.3453 hartree. As for the LUMO energy: 0.4032 eV.

Atoms and positions in Å:
1 C -3.26 1.24 -0.68
2 S -2.37 0.21 0.43
3 O -1.82 1.01 1.48
4 O -3.16 -0.90 0.87
5 O -1.29 -0.21 -0.69
6 C -0.19 -0.90 -0.31
7 C 0.07 -1.26 0.99
8 C 1.28 -1.97 1.28
9 C 2.15 -2.36 0.29
10 C 1.83 -2.01 -1.01
11 C 0.62 -1.36 -1.32
12 H -4.16 1.39 -0.23
13 H -2.55 2.06 -0.76
14 H -3.23 0.84 -1.75
15 H -0.52 -0.99 1.73
16 H 1.44 -2.10 2.33
17 H 2.95 -2.97 0.44
18 H 2.30 -2.45 -1.79
19 H 0.29 -1.31 -2.30
20 C 1.62 1.71 1.12
21 C 1.79 2.07 -0.15
22 C 0.74 2.57 -1.01
23 N -0.15 2.73 -1.69
24 H 2.24 1.16 1.77
25 H 0.69 1.64 1.57
26 H 2.70 2.17 -0.63

So, what does the Löwdin scheme give us? The charges, in e, come out as: number 1, C, carries -0.11; number 2, S, carries 0.59; number 3, O, carries -0.27; number 4, O, carries -0.25; number 5, O, carries -0.16; number 6, C, carries -0.33; number 7, C, carries -0.01; number 8, C, carries -0.04; number 9, C, carries -0.08; number 10, C, carries -0.05; number 11, C, carries 0.01; number 12, H, carries 0.04; number 13, H, carries 0.05; number 14, H, carries 0.12; number 15, H, carries 0.05; number 16, H, carries 0.10; number 17, H, carries 0.07; number 18, H, carries 0.07; number 19, H, carries 0.11; number 20, C, carries 0.07; number 21, C, carries -0.12; number 22, C, carries -0.21; number 23, N, carries 0.17; number 24, H, carries 0.06; number 25, H, carries 0.03; number 26, H, carries 0.07

***

*B*
Here is 2 unconnected molecules or ions with the total composition C10H11NO3S from the Open Molecules 2025 dataset. Energies are from ωB97M-V/def2-TZVPD.

As for the HOMO-LUMO gap (spin up / spin down): 8.4 / 8.4 eV. As for the HOMO energy (spin up / spin down): -0.3055 / -0.3055 hartree. As for the LUMO energy (spin up / spin down): 0.1139 / 0.1128 eV.

Atoms and positions in Å:
1 C -0.27 2.74 1.91
2 C 0.83 2.46 1.01
3 C -1.40 1.98 1.83
4 C 0.68 1.63 -0.03
5 C -1.44 0.94 0.84
6 C -0.44 0.75 -0.09
7 C 3.21 -0.65 -1.91
8 C 2.09 -1.01 -1.40
9 C -0.83 -2.22 1.33
10 C -0.63 -0.29 -1.12
11 N -1.62 -1.17 -1.17
12 O -2.67 -1.26 -0.54
13 O -1.59 -2.14 -2.15
14 O 0.05 -1.99 0.59
15 S 0.67 -0.43 -2.28
16 H -0.01 3.53 2.64
17 H 1.75 2.90 1.24
18 H -2.10 2.26 2.63
19 H 1.42 1.46 -0.80
20 H -2.40 0.59 0.58
21 H 4.19 -0.90 -1.47
22 H 3.22 -0.11 -2.79
23 H 1.79 -1.57 -0.46
24 H -0.64 -1.89 2.36
25 H -1.72 -2.76 1.03
26 H -2.17 -2.85 -1.78

So, what does the Löwdin scheme give us? The charges, in e, come out as: number 1, C, carries -0.08; number 2, C, carries -0.07; number 3, C, carries -0.07; number 4, C, carries -0.06; number 5, C, carries -0.03; number 6, C, carries -0.21; number 7, C, carries -0.11; number 8, C, carries -0.46; number 9, C, carries -0.12; number 10, C, carries -0.45; number 11, N, carries -0.34; number 12, O, carries -0.02; number 13, O, carries 0.04; number 14, O, carries -0.02; number 15, S, carries 1.01; number 16, H, carries 0.11; number 17, H, carries 0.09; number 18, H, carries 0.11; number 19, H, carries 0.08; number 20, H, carries 0.09; number 21, H, carries 0.08; number 22, H, carries 0.03; number 23, H, carries 0.09; number 24, H, carries 0.10; number 25, H, carries 0.08; number 26, H, carries 0.14

***

The structure with the least stability is *B*.

***

*A*
Here is CH5N3S in the gas phase from the Open Molecules 2025 dataset. Energies are from ωB97M-V/def2-TZVPD.

As for the HOMO-LUMO gap: 8.6 eV. As for the HOMO energy: -0.3023 hartree. As for the LUMO energy: 0.3912 eV.

Atoms and positions in Å:
1 N 0.34 1.21 -0.73
2 N -0.25 0.00 -1.20
3 C -0.54 -0.88 -0.39
4 N -0.24 -1.02 0.94
5 S 1.34 -0.43 1.48
6 H -0.29 1.79 0.16
7 H 0.57 1.77 -1.64
8 H -1.14 -1.79 -0.99
9 H -0.66 -1.67 1.57
10 H 0.86 1.03 0.79

So, what does the Löwdin scheme give us? The charges, in e, come out as: number 1, N, carries -0.15; number 2, N, carries -0.08; number 3, C, carries -0.43; number 4, N, carries -0.41; number 5, S, carries 0.56; number 6, H, carries 0.19; number 7, H, carries 0.13; number 8, H, carries 0.16; number 9, H, carries 0.05; number 10, H, carries -0.01

***

*B*
Here is 2 unconnected molecules or ions with the total composition CH5N3S from the Open Molecules 2025 dataset. Energies are from ωB97M-V/def2-TZVPD.

As for the HOMO-LUMO gap: 9.1 eV. As for the HOMO energy: -0.3102 hartree. As for the LUMO energy: 0.6650 eV.

Atoms and positions in Å:
1 H 1.17 -1.18 -1.09
2 N 1.48 -0.70 -0.26
3 N 2.43 -1.29 0.19
4 H 2.72 -0.67 1.07
5 N -0.67 1.05 -0.09
6 C -1.75 0.40 0.29
7 S -1.96 -1.22 0.00
8 H -0.73 2.06 -0.08
9 H -0.16 0.61 -0.84
10 H -2.54 0.95 0.81

So, what does the Löwdin scheme give us? The charges, in e, come out as: number 1, H, carries 0.03; number 2, N, carries -0.06; number 3, N, carries -0.01; number 4, H, carries 0.09; number 5, N, carries 0.00; number 6, C, carries -0.79; number 7, S, carries 0.53; number 8, H, carries 0.10; number 9, H, carries 0.05; number 10, H, carries 0.06

***

*C*
Here is CH5N3S in the gas phase from the Open Molecules 2025 dataset. Energies are from ωB97M-V/def2-TZVPD.

As for the HOMO-LUMO gap: 9.9 eV. As for the HOMO energy: -0.3388 hartree. As for the LUMO energy: 0.7228 eV.

Atoms and positions in Å:
1 N 1.76 -0.62 -0.34
2 N 1.28 0.69 -0.36
3 C 0.03 0.78 -0.06
4 N -0.87 -0.32 0.18
5 S -2.37 0.00 -0.37
6 H 2.83 -0.42 -0.19
7 H 1.83 -0.61 0.76
8 H -0.41 1.69 0.16
9 H -0.86 -1.08 -0.64
10 H -3.21 -0.12 0.87

So, what does the Löwdin scheme give us? The charges, in e, come out as: number 1, N, carries -0.06; number 2, N, carries -0.10; number 3, C, carries -0.33; number 4, N, carries -0.48; number 5, S, carries 0.67; number 6, H, carries 0.11; number 7, H, carries 0.11; number 8, H, carries 0.06; number 9, H, carries 0.08; number 10, H, carries -0.06

***

The structure with the least stability is *A*.

***

*A*
Here is C6H7NO3 in the gas phase from the Open Molecules 2025 dataset. Energies are from ωB97M-V/def2-TZVPD.

As for the HOMO-LUMO gap: 8.7 eV. As for the HOMO energy: -0.3172 hartree. As for the LUMO energy: 0.0242 eV.

Atoms and positions in Å:
1 C -0.66 -1.32 1.12
2 C -0.15 -0.71 -0.11
3 C 0.00 -1.87 -1.13
4 O 1.00 -2.51 -1.24
5 C -1.07 0.48 -0.49
6 O -2.20 0.42 -0.81
7 N -0.42 1.69 -0.45
8 C 0.81 2.15 0.05
9 C 1.94 1.56 0.22
10 O 3.02 1.26 0.47
11 H -1.57 -1.72 0.97
12 H -0.52 -0.71 1.93
13 H 0.00 -2.15 1.42
14 H 0.80 -0.34 0.16
15 H -0.90 -2.04 -1.70
16 H -0.90 2.59 -0.60
17 H 0.82 3.23 0.19

So, what does the Löwdin scheme give us? The charges, in e, come out as: number 1, C, carries -0.04; number 2, C, carries -0.23; number 3, C, carries -0.19; number 4, O, carries 0.09; number 5, C, carries -0.46; number 6, O, carries 0.11; number 7, N, carries 0.08; number 8, C, carries -0.12; number 9, C, carries -0.21; number 10, O, carries 0.20; number 11, H, carries 0.06; number 12, H, carries 0.07; number 13, H, carries 0.11; number 14, H, carries 0.10; number 15, H, carries 0.13; number 16, H, carries 0.16; number 17, H, carries 0.14

***

*B*
Here is C6H7NO3 in the gas phase from the Open Molecules 2025 dataset. Energies are from ωB97M-V/def2-TZVPD.

As for the HOMO-LUMO gap: 10.4 eV. As for the HOMO energy: -0.3622 hartree. As for the LUMO energy: 0.5440 eV.

Atoms and positions in Å:
1 H 3.07 0.56 1.02
2 N 2.04 0.99 1.07
3 C 1.58 0.66 -0.05
4 O 2.59 -0.12 -0.79
5 C 0.16 0.51 -0.42
6 C -0.91 1.60 -0.49
7 C -1.91 0.50 -0.10
8 O -3.06 0.50 0.22
9 C -0.81 -0.57 -0.05
10 C -0.73 -1.81 0.76
11 O -0.20 -0.49 -1.35
12 H 2.15 -0.41 -1.61
13 H -0.83 2.34 0.32
14 H -1.03 2.09 -1.46
15 H -1.03 -1.59 1.79
16 H -1.40 -2.57 0.35
17 H 0.30 -2.20 0.77

So, what does the Löwdin scheme give us? The charges, in e, come out as: number 1, H, carries 0.13; number 2, N, carries 0.15; number 3, C, carries -0.33; number 4, O, carries -0.01; number 5, C, carries -0.31; number 6, C, carries 0.04; number 7, C, carries -0.28; number 8, O, carries 0.14; number 9, C, carries -0.30; number 10, C, carries 0.03; number 11, O, carries 0.07; number 12, H, carries 0.09; number 13, H, carries 0.14; number 14, H, carries 0.13; number 15, H, carries 0.10; number 16, H, carries 0.10; number 17, H, carries 0.10

***

The structure with the least stability is *B*.